Below is 2 unconnected molecules or ions with the total composition CH5IOSi, with properties calculated with ωB97M-V/def2-TZVPD.

Structure (XYZ):
```
9
Properties=species:S:1:pos:R:3:mulliken_charge:R:1
C -0.670 -0.941 0.376 -0.8289
O 0.696 2.049 0.890 -0.7585
Si 0.044 0.278 -0.885 0.5022
I 2.071 -0.374 -1.857 0.0567
H -0.272 -0.687 1.412 0.2619
H -1.840 -0.715 0.442 0.2578
H -0.407 -1.951 0.091 0.3281
H 1.277 1.498 1.394 0.2396
H -0.900 0.842 -1.863 -0.0589
```

The largest force on an atom is 4.0 eV/A. The net charge is 0. The value obtained for the total energy is -19142.507 eV. As for the spin multiplicity: 1.